C28H55DyO2Si4 | the ωB97M-V functional and the def2-TZVPD basis

```
90
Properties=species:S:1:pos:R:3:forces:R:3:lowdin_spin:R:1
O 0.577104 0.103217 -7.070956 0.1373 1.0451 -1.6257 0.00
C 0.518728 1.392171 -7.785112 0.0384 0.5509 0.3787 0.00
C 0.427372 0.797345 -9.180024 -0.0626 -0.2750 0.7011 0.00
H 1.432449 1.986607 -7.653086 -0.2888 -0.0733 0.2958 0.00
H -0.372730 1.949822 -7.480748 0.2536 0.0601 0.0384 0.00
C 0.488409 -0.536054 -8.382155 -0.0547 -0.5977 -1.0081 0.00
H 1.312102 0.992720 -9.795286 -0.2999 -0.1412 0.0674 0.00
H -0.487905 1.036691 -9.727874 0.1403 -0.2483 0.1204 0.00
C 1.767441 -1.266817 -8.727233 -0.0021 -0.2474 0.0252 0.00
H 2.614587 -0.580678 -8.598932 -0.0984 -0.3093 0.1155 0.00
H 1.744947 -1.564947 -9.783001 -0.0425 -0.0074 0.1806 0.00
H 1.886013 -2.167142 -8.114472 0.1617 0.1897 -0.0243 0.00
C -0.755596 -1.393485 -8.459653 0.0552 -0.2646 -0.0556 0.00
H -1.646780 -0.835015 -8.154762 0.1787 -0.0619 0.0394 0.00
H -0.636834 -2.279834 -7.825198 -0.1292 0.1794 0.0114 0.00
H -0.915679 -1.743710 -9.482982 0.0593 0.0332 0.0255 0.00
Dy 0.137087 -0.252588 -1.264359 -0.0681 0.8903 1.5240 4.36
C -1.825757 -0.575300 0.409315 -0.6131 0.5543 -0.2756 -0.01
C -1.612428 0.838767 0.349449 -0.6231 -0.5826 -0.4504 -0.02
C -1.959784 1.270694 -0.967811 -0.7104 -0.3304 -0.1085 -0.03
H -1.299006 1.473406 1.177296 -0.0093 -0.1867 -0.2592 0.01
C -2.386304 0.123518 -1.718263 -0.3105 0.5861 0.9244 -0.02
C -2.276524 -1.014387 -0.872196 -0.6791 0.5221 0.3950 -0.01
H -2.579937 -2.023301 -1.148943 0.1955 0.2555 0.1577 0.00
H -1.716944 -1.199701 1.295491 0.1381 0.1800 -0.3104 0.01
H -1.984743 2.303279 -1.329219 0.1023 -0.4112 0.1788 0.00
H -2.807927 0.137919 -2.722245 0.2171 -0.0629 0.2726 0.00
C 1.329871 -1.708129 0.511255 0.3230 -0.6159 -0.6867 -0.02
C 0.537192 -2.579280 -0.305423 1.2026 -0.3805 0.1526 -0.02
C 1.080727 -2.574814 -1.630308 0.6554 -0.1730 0.6622 -0.02
H -0.296384 -3.197334 0.027221 0.2498 0.2975 -0.0740 0.00
C 2.200850 -1.681547 -1.642307 0.2780 -0.6086 0.7300 -0.03
C 2.349057 -1.130661 -0.321593 -0.0771 -1.1334 -0.2543 -0.03
H 3.147326 -0.459498 0.004232 -0.3939 -0.1950 -0.1359 0.00
H 1.210331 -1.555692 1.590396 -0.0506 0.0805 -0.5602 0.01
H 0.764764 -3.222642 -2.455850 0.0409 0.4378 0.3545 0.00
H 2.849270 -1.489692 -2.502282 -0.3015 0.0176 0.3944 0.00
O 0.892269 0.900795 -3.017253 -0.2380 1.4096 -2.0976 -0.03
C 0.079264 0.069966 -3.932974 -0.0669 0.4531 -0.7243 -0.03
C -0.810141 1.080453 -4.669536 -0.1352 -0.0996 0.3600 0.00
H -0.504737 -0.735370 -3.396359 0.5519 0.8164 -0.3905 -0.02
H 0.766440 -0.417319 -4.635013 -0.2126 0.0411 0.1720 0.00
C 0.203386 2.215594 -4.898287 0.2318 -0.5198 -0.3842 0.00
H -1.647635 1.426197 -4.026849 0.5622 -0.2137 -0.2465 0.00
H -1.243692 0.633885 -5.579849 0.3688 0.3223 0.3039 0.00
C 0.928033 2.322172 -3.563994 -0.3768 -1.3150 0.4702 0.00
H -0.246116 3.140949 -5.255080 0.0001 0.1299 0.2631 0.00
H 0.917901 1.884339 -5.665543 -0.2131 0.1977 0.5402 0.00
H 0.379164 2.951282 -2.848838 0.3359 -0.1939 -0.0971 0.00
H 1.990861 2.586407 -3.630868 -0.4166 0.0254 0.0646 0.00
C 3.148609 -0.585918 4.427408 0.2190 0.2215 0.0394 0.00
Si 1.849466 0.764183 4.616376 -0.1511 -0.1289 -0.5090 0.08
C 1.933719 1.407514 6.379370 0.1611 0.1520 0.1591 0.03
C 2.209185 2.157173 3.400125 0.4093 0.1067 0.1138 0.00
Si -0.252850 -0.001332 4.053643 0.1438 0.0228 0.5157 0.56
Si -0.531672 -2.005850 5.165825 -0.0552 0.0728 -0.6131 0.08
C -0.053978 -1.913637 6.982684 0.0343 -0.1715 0.1902 0.03
C -2.340733 -2.510046 5.025867 0.0250 -0.3537 0.1467 0.00
C 0.544693 -3.279953 4.283287 -0.2521 -0.2058 0.3122 0.00
Si -1.719218 1.506298 5.008776 -0.0581 -0.1332 -0.5835 0.08
C -1.799723 1.370428 6.882469 -0.1210 0.0854 0.1382 0.03
C -1.226621 3.270916 4.559755 -0.2506 0.0829 0.1016 0.00
C -3.412218 1.120849 4.270195 -0.0307 0.3880 0.2759 0.00
H 4.105765 -0.178677 4.784699 -0.0634 -0.2010 -0.1127 0.00
H 3.262926 -0.862096 3.371664 -0.0048 -0.0213 0.1855 0.00
H 2.924186 -1.490632 5.005309 0.0431 0.2444 -0.0828 0.00
H 2.969824 1.765207 6.498627 -0.2582 -0.0132 0.1825 0.01
H 1.251851 2.249289 6.568262 0.2111 -0.2211 -0.0704 0.00
H 1.746538 0.627548 7.132109 0.0506 0.2261 -0.2349 0.00
H 2.341293 1.738550 2.392699 -0.0374 0.1072 0.1846 0.00
H 1.406380 2.904581 3.359800 0.1825 -0.2019 0.0314 0.00
H 3.141918 2.662073 3.692226 -0.1486 0.0238 -0.1963 0.00
H -0.707535 -1.246094 7.561529 0.2005 -0.1956 -0.1800 0.00
H -0.174838 -2.938212 7.371494 0.0766 0.2656 0.0804 0.01
H 0.989531 -1.607438 7.145722 -0.2782 -0.1064 -0.0868 0.00
H -2.620303 -2.657467 3.973361 0.0422 0.0496 0.2337 0.00
H -2.473619 -3.466283 5.554530 -0.1519 0.1658 -0.1345 0.00
H -3.025495 -1.773461 5.466206 0.1944 -0.1739 -0.0616 0.00
H 0.229388 -3.407828 3.241493 0.0467 0.0192 0.1428 0.00
H 1.608991 -3.026914 4.293350 -0.1891 -0.0352 -0.0028 0.00
H 0.407945 -4.234610 4.806809 0.1528 -0.0477 -0.1853 0.00
H -0.839972 1.572170 7.375528 -0.2221 -0.0544 -0.1421 0.00
H -2.517168 2.144618 7.193302 0.1176 -0.1699 0.1414 0.00
H -2.171120 0.396767 7.228082 0.0420 0.2449 -0.1146 0.00
H -1.327275 3.431065 3.478647 0.0375 -0.0008 0.1836 0.00
H -1.915341 3.956002 5.074954 0.1718 0.0215 -0.1543 0.00
H -0.201302 3.526572 4.853589 -0.2206 -0.0785 -0.0062 0.00
H -3.421492 1.316206 3.192589 0.0129 -0.0436 0.1197 0.00
H -3.715975 0.082848 4.435025 0.0545 0.1549 -0.0118 0.00
H -4.143110 1.782358 4.750700 -0.1398 -0.1243 -0.1462 0.00
```
Positions in Å, forces in eV/Å.

Properties
Net charge: 0
HOMO-LUMO gap (spin up / spin down) (eV): 7.42 / 4.44
Spin multiplicity: 6
HOMO (spin up / spin down) (eV): -7.09 / -5.23
Energy relative to the best compared isomer or geometry (same formula, charge and spin) (kJ/mol): 0.0
Lowest unoccupied orbital energy (spin up / spin down) (eV): 0.326 / -0.792